119
Properties=species:S:1:pos:R:3:forces:R:3 method="wB97M-V/def2-TZVPD" smiles="O=C1OC[C@@H](F)O1.O=C1OC[C@@H](F)O1.O=C1OC[C@@H](F)O1.C[C@H]1COC(=O)O1.C[C@H]1COC(=O)O1.C[C@H]1COC(=O)O1.O=C1OCCO1.O=C1OCCO1.O=C1OCCO1.O=C1OCCO1.O=C1OCCO1" energy_ev=-113810.3022 orbital_gap_ev=10.463 lumo_energy_ev=-0.080
O -3.064366 -4.948629 -22.689730 1.5396 4.0159 2.3897
C -2.752624 -3.827832 -22.238064 -3.2506 -3.1863 -0.5968
O -3.205364 -3.226495 -21.064154 -0.4305 -3.3594 -1.1957
C -2.904445 -1.898701 -21.075551 0.3616 2.2140 0.8849
C -1.920074 -1.713038 -22.210133 -0.0138 -0.7009 0.4963
F -0.654865 -1.734611 -21.706980 0.4690 0.0672 -0.1805
O -2.141738 -2.900037 -22.935402 1.5254 0.9375 -1.5731
H -3.752405 -1.229829 -21.222740 -0.4543 -0.3514 -0.0649
H -2.498687 -1.700238 -20.083540 0.3572 0.5310 -0.2387
H -2.019433 -0.849707 -22.868071 -0.0900 -0.1817 0.0811
O 0.730506 -11.766534 -17.965626 -0.3952 -0.1636 3.4898
C 0.562053 -11.805618 -16.753383 0.5479 0.9950 -2.0624
O 0.698285 -10.726961 -15.899592 -0.2773 0.2528 -0.4164
C 0.056566 -11.015105 -14.638361 -0.5554 0.4571 -0.9758
C 0.091613 -12.505984 -14.665464 3.3005 0.7572 0.2185
F -0.933924 -13.058834 -14.123738 -2.6745 -1.4516 0.8512
O 0.260753 -12.891651 -16.018938 -0.4942 -0.0356 -0.1114
H 0.539862 -10.568178 -13.769582 0.5202 -0.0976 -0.4241
H -0.971883 -10.655449 -14.606066 -0.1488 0.0982 -0.4383
H 0.985564 -12.774202 -14.102430 0.1749 -0.7947 -0.1416
O 3.490339 1.707888 -33.777860 0.0869 -0.3662 0.0349
C 3.604485 1.133637 -32.741792 -1.3097 -0.2377 -1.7102
O 4.325012 1.504637 -31.749850 2.8706 3.0266 1.5890
C 4.102103 0.836749 -30.551408 0.1544 -0.6426 0.2266
C 3.149940 -0.242185 -30.989836 0.7557 -1.0434 -0.9033
F 2.000078 -0.153810 -30.328374 -1.5081 0.3368 0.1938
O 3.004212 -0.017393 -32.401601 -1.2136 -1.2988 0.9571
H 5.024445 0.396309 -30.172742 0.0865 0.2567 -0.0449
H 3.664024 1.502911 -29.808174 -0.0435 -0.0465 -0.0721
H 3.499835 -1.262504 -30.832917 0.1198 0.0144 -0.2615
C 11.441052 -4.631148 -27.722805 -1.1504 -0.0309 -0.2307
C 10.115183 -5.224936 -27.146788 1.5787 0.1668 -1.2839
C 9.486338 -6.383511 -27.942797 -0.5375 0.7837 -0.1637
O 9.153613 -7.343794 -26.957405 0.5496 0.0043 0.5820
C 9.776451 -6.986245 -25.804126 -1.7128 -2.0125 2.7205
O 9.644268 -7.602002 -24.756120 0.6619 1.0142 -2.2508
O 10.407741 -5.837907 -25.927671 0.8259 -0.0289 1.1676
H 11.170740 -4.013979 -28.579614 0.0282 0.4583 0.1807
H 12.156543 -5.330922 -28.154644 -0.2450 -0.5622 0.4344
H 11.947779 -4.057891 -26.946477 -0.1404 0.1482 -0.1657
H 9.390256 -4.439324 -26.933730 0.0315 0.1339 -0.2265
H 10.158535 -6.845485 -28.665880 -0.1076 0.2151 -0.1617
H 8.542150 -6.021641 -28.349796 0.2008 -0.3138 -0.5836
C -2.364525 -6.273810 -30.458763 1.2266 -0.6675 0.2333
C -1.626473 -5.788973 -31.703910 -1.5577 -0.1550 1.4643
C -1.621623 -6.717485 -32.908445 0.5843 0.4412 0.9993
O -1.769068 -5.801767 -34.008437 -0.4812 -0.4056 1.3254
C -2.224390 -4.620371 -33.478691 1.0360 2.5978 -1.7955
O -2.293398 -3.629228 -34.172507 -0.6362 -1.5490 1.1117
O -2.367993 -4.624210 -32.129810 0.4961 -0.8552 -1.5992
H -1.770379 -7.026393 -29.940395 0.3527 -0.0162 0.0457
H -3.296570 -6.810937 -30.634534 -0.2692 0.6965 -0.2849
H -2.416154 -5.426136 -29.775466 -0.5316 -0.1335 -0.0191
H -0.617062 -5.472570 -31.441072 0.0388 0.1058 -0.0671
H -2.398128 -7.477874 -32.825023 -0.1805 0.1644 -0.4949
H -0.637454 -7.182036 -32.847481 -0.0730 -0.2330 -0.9119
C 8.309920 -8.714478 -16.945482 0.3065 -0.1734 0.9401
C 8.867863 -7.327512 -16.659171 2.1917 -0.4195 -0.3062
C 10.209775 -6.990649 -17.406883 -0.0898 -3.7113 0.1808
O 10.031343 -5.747630 -17.885029 1.4609 2.8437 -0.9456
C 8.756536 -5.489235 -17.951937 -3.2561 3.6161 -3.4647
O 8.192700 -4.678764 -18.710108 2.1500 -2.0089 2.3872
O 8.071586 -6.250711 -17.137198 -1.3830 -1.3591 1.2880
H 8.379028 -9.129646 -17.950945 -0.5632 0.7643 -0.2877
H 7.341799 -8.782745 -16.449314 -0.3058 -0.1047 -0.6272
H 8.900118 -9.448822 -16.397274 0.3492 0.1654 0.3571
H 9.099508 -7.259085 -15.596270 -0.7366 0.3809 0.2041
H 10.249496 -7.652774 -18.271824 0.1745 -0.3533 -0.1787
H 11.164736 -7.131530 -16.900645 -0.3126 0.3614 0.4649
O -0.806261 -4.565387 -14.250369 2.0788 0.1115 -0.7350
C 0.301851 -4.515653 -14.738646 -1.3580 -0.6255 1.6698
O 0.587541 -4.370835 -16.014646 -2.4670 -0.3484 -1.1031
C 1.905760 -4.073093 -16.183060 2.3715 -0.0694 -1.8401
C 2.574715 -4.624801 -14.924326 0.5439 2.4362 -0.6218
O 1.482705 -4.635178 -14.067400 -1.4947 -0.9219 1.7961
H 2.312528 -4.564221 -17.067060 -0.2776 -0.2440 -0.1010
H 1.967299 -3.015116 -16.438029 0.4524 0.2675 0.7365
H 3.209214 -3.840935 -14.510705 0.6240 -0.4146 -0.1178
H 3.121972 -5.555010 -15.077017 -0.4543 -0.1957 0.2971
O 5.468920 -17.303498 -23.504952 1.6608 2.5037 -1.9320
C 6.220637 -16.522871 -24.103093 -3.6192 -2.7125 2.0729
O 5.848303 -15.534883 -24.942161 -2.1968 -0.6554 0.7895
C 6.928434 -14.751520 -25.310383 0.7377 -0.2581 -0.9733
C 8.061831 -15.679995 -24.912498 1.9942 1.1820 -0.2734
O 7.517029 -16.584299 -23.990052 1.0916 0.0544 0.2173
H 6.855865 -14.614000 -26.389234 0.2195 0.2010 0.0374
H 6.943032 -13.776865 -24.822604 -0.1148 -0.1144 0.2283
H 8.828804 -15.088550 -24.412452 0.2784 -0.3330 -0.0697
H 8.497535 -16.250327 -25.732855 -0.0534 0.1470 -0.0987
O 3.968614 -4.514324 -24.827239 -1.0576 -2.0267 1.2842
C 3.617577 -5.546500 -24.263846 1.4618 2.4303 -3.8241
O 3.057722 -6.580556 -24.908975 -0.4306 -0.2210 -1.5701
C 2.690717 -7.649538 -24.040999 -0.4455 1.8889 0.8374
C 3.245464 -7.054832 -22.725461 -0.4317 -2.1262 1.2193
O 3.877654 -5.861658 -23.045778 0.6587 0.4281 1.9957
H 1.605577 -7.591408 -23.956199 -0.0430 -0.6766 -0.3032
H 3.046016 -8.622541 -24.380306 0.1812 0.3076 0.0447
H 3.951763 -7.738226 -22.254054 0.0405 0.2280 0.1766
H 2.432100 -6.820324 -22.038767 0.0704 -0.2089 0.1161
O 3.891234 -9.905603 -31.136673 1.6219 0.1288 -2.3643
C 4.779993 -10.075213 -31.947406 0.1546 -0.1519 1.7937
O 5.567491 -11.206528 -31.922104 -0.1950 0.7670 -1.2888
C 6.663727 -11.017734 -32.863030 0.0997 -0.6951 0.9705
C 6.297529 -9.804281 -33.668824 0.8103 0.1613 0.8164
O 5.301022 -9.172444 -32.863227 -1.4308 -0.7159 0.2303
H 7.553757 -10.855316 -32.255140 0.0506 -0.0907 -0.0695
H 6.812504 -11.879711 -33.513388 -0.2245 -0.2042 0.3910
H 6.032651 -10.123677 -34.676773 -0.6977 0.6711 0.0417
H 7.158114 -9.135375 -33.661708 -0.1970 0.1313 -0.5223
O -4.803207 -14.621356 -25.897539 5.3207 2.7635 1.9192
C -3.696907 -14.190078 -25.416735 -3.8422 -2.3743 -0.6414
O -2.747304 -15.038144 -24.979975 0.8658 -0.0422 0.5607
C -1.679131 -14.347660 -24.256490 -0.9842 1.3334 -0.5714
C -2.089327 -12.822475 -24.450765 1.1151 -2.1957 0.1931
O -3.325592 -12.925757 -25.132859 -1.0146 0.6668 -0.6405
H -1.668094 -14.555216 -23.186488 -0.2757 -0.6151 -0.2282
H -0.708463 -14.572625 -24.698407 -0.2618 -0.1756 -0.0592
H -1.300600 -12.353361 -25.038925 -0.5100 0.4056 -0.2181
H -2.174027 -12.352743 -23.470825 -0.4107 0.2274 -0.3077